Entry from OMol25: 3 unconnected molecules or ions with the total composition C3H10O3 at a distorted geometry (wB97M-V/def2-TZVPD).

XYZ file:
```
16
C3H10O3 wB97M-V/def2-TZVPD
O 2.6501 -0.6243 -1.2783
C 2.7788 0.2974 -0.4392
C 1.9529 1.3668 0.1705
C 0.4231 1.2549 -0.0775
H 3.9036 0.5022 -0.0163
H 2.2373 2.4932 -0.1424
H 2.1553 1.4790 1.2636
H 0.1771 1.3115 -1.1928
H 0.0219 2.0803 0.4558
H -0.0057 0.3653 0.2652
H -5.2126 -0.4089 3.4749
H -6.1760 -1.1579 2.3752
O -6.0611 -0.4929 3.1371
H 0.7518 -1.1556 -2.1633
H -0.7426 -1.1585 -2.3261
O -0.0938 -1.6159 -1.8483
```

Computed properties:
- Energy: -345.9367 hartree
- ⟨S²⟩: 0.755
- Lowest unoccupied orbital energy (spin up / spin down): 2.752 / 2.709 eV
- ΔE to the lowest compared entry with this formula, charge and spin: 30.47 kcal per mole
- 2S+1: 2
- Total charge: -1

Atom charges from the Mulliken analysis, given in e for atoms 1 to 6: -0.43 -0.70 -0.23 -1.17 0.11 0.23